No. 1
Below is a 2-piece molecular cluster, C4H14N2O2 overall in a non-equilibrium geometry, with properties calculated with wB97M-V/def2-TZVPD.

The geometry in ORCA input format:
```
! wB97M-V def2-TZVPD RIJCOSX def2/J DEFGRID3
* xyz 0 1
C 0.76366 -2.66002 -1.86639
N 0.48536 -1.16608 -1.72593
C 0.76195 -0.59878 -0.40926
C -0.12819 0.52853 -0.27355
N -0.06550 0.94429 1.15271
C -1.62962 0.09697 -0.48831
O -2.43772 1.25292 -0.36038
H 0.11760 -3.16923 -1.25304
H 1.71622 -2.81688 -1.59266
H 0.43809 -2.74480 -2.98956
H 0.93822 -0.59553 -2.51031
H 0.56871 -1.38741 0.38928
H 1.85956 -0.44178 -0.04039
H 0.16282 1.36298 -0.94572
H -0.04792 0.17428 1.75030
H -0.77768 1.60504 1.35486
H -1.86812 -0.40159 -1.43426
H -2.02741 -0.62222 0.38296
H -2.42526 1.74539 -1.26604
O 1.41552 3.30111 4.12098
H 0.95522 2.69522 4.76076
H 1.22448 2.89759 3.24394
*
```

The LUMO energy comes out at 0.84 eV. The energy relative to the best compared isomer or geometry (same formula, charge and spin) comes out at 61.0 kcal per mole. The calculation puts the orbital gap at 9.765 eV.



No. 2
Below is one molecule with the formula CH2N4OS in a non-equilibrium geometry, with properties calculated with wB97M-V/def2-TZVPD.

The geometry in ORCA input format:
```
! wB97M-V def2-TZVPD RIJCOSX def2/J DEFGRID3
* xyz 0 1
S 0.65063 -2.36547 0.33382
N 0.67685 -0.73512 0.70437
C 0.33757 0.36299 0.10871
N -0.22869 0.41516 -1.24643
N -1.01973 1.43118 -1.31321
N -1.23437 2.09600 -0.07929
O 0.05337 1.56615 0.73681
H 1.23714 -2.59965 1.49666
H -1.45806 3.28951 0.15733
*
```

The LUMO energy comes out at -0.49 eV. The energy relative to the best compared isomer or geometry (same formula, charge and spin) comes out at 81.3 kcal per mole. The calculation puts the orbital gap at 8.155 eV.



No. 3
Below is a 2-piece molecular cluster, C3H10N2O3 overall, with properties calculated with wB97M-V/def2-TZVPD.

The geometry in ORCA input format:
```
! wB97M-V def2-TZVPD RIJCOSX def2/J DEFGRID3
* xyz 0 1
N 1.00841 0.68288 -1.92782
C -0.38156 0.45728 -1.59233
C -0.83985 0.30734 -0.15626
O -2.02659 0.13074 0.06385
N 0.05260 0.17676 0.88037
C 1.29356 0.84583 1.09301
O 2.42496 -0.03570 1.03417
H 1.59526 -0.02595 -1.49758
H 1.31676 1.58894 -1.59273
H -0.73253 -0.45209 -2.07236
H -1.02045 1.19160 -2.07900
H -0.41167 -0.22818 1.68135
H 1.45990 1.61429 0.34968
H 1.29223 1.29294 2.07631
H 2.09491 -0.94117 1.04341
O -2.37311 -2.44094 1.22002
H -2.01167 -2.61753 0.33802
H -2.74116 -1.54705 1.13789
*
```

The LUMO energy comes out at 0.49 eV. The energy relative to the best compared isomer or geometry (same formula, charge and spin) comes out at 21.6 kcal per mole. The calculation puts the orbital gap at 10.198 eV.



No. 4
Below is C57H73MnNO7S2Sb2Si as an isolated structure, with properties calculated with wB97M-V/def2-TZVPD.

The geometry in ORCA input format:
```
! wB97M-V def2-TZVPD RIJCOSX def2/J DEFGRID3
* xyz -2 6
Mn -1.32542 -0.19023 0.51355
C 2.38613 6.96538 3.25798
C 1.56682 5.69814 3.24139
C 0.47516 5.56016 2.39430
C -0.26359 4.38040 2.36228
C 0.08810 3.32335 3.17984
C 1.17736 3.44813 4.03807
C 1.90628 4.62525 4.06629
S -0.84832 1.78505 3.20175
O 0.20995 0.79354 3.23556
O -1.66743 1.89042 4.39559
N -1.64560 1.71953 1.85157
C -3.05136 2.13477 1.88204
C -3.95150 1.24091 1.01843
O -5.09011 1.65700 0.77823
O -3.44365 0.15050 0.59746
H 1.89276 7.75774 2.69390
H 3.37080 6.79939 2.81354
H 2.54273 7.31958 4.27913
H 0.19945 6.38515 1.74468
H -1.10780 4.26922 1.69364
H 1.44956 2.60505 4.66225
H 2.75775 4.71564 4.73380
H -3.18130 3.15936 1.50847
H -3.46042 2.11939 2.89316
C 3.41612 1.52370 -1.10233
C 3.78385 0.86424 0.23920
C 2.57613 0.52194 1.10937
Sb 3.01579 -0.64510 2.89191
C 5.14212 -0.00062 2.82496
C 5.39335 1.26519 3.36812
C 6.67928 1.77991 3.46825
C 7.76208 1.02346 3.03550
C 7.53844 -0.23538 2.49646
C 6.24425 -0.73767 2.39325
C 3.44166 -2.52972 1.94537
C 2.79494 -2.98556 0.79955
C 2.99013 -4.28717 0.34936
C 3.83827 -5.14915 1.02917
C 4.47783 -4.71274 2.17985
C 4.26589 -3.41953 2.63618
Sb 2.69139 -0.00432 -2.44634
C 3.11204 0.95591 -4.34629
C 3.35262 0.10593 -5.42883
C 3.46518 0.60256 -6.71962
C 3.32845 1.96487 -6.95719
C 3.09515 2.82287 -5.89377
C 2.98692 2.31878 -4.60174
C 4.58586 -1.06471 -2.53040
C 4.56916 -2.44653 -2.71149
C 5.74858 -3.18416 -2.72122
C 6.96634 -2.54448 -2.54859
C 7.00010 -1.16475 -2.38173
C 5.81979 -0.43485 -2.37609
H 4.26266 2.05399 -1.54178
H 2.60604 2.24444 -0.94236
H 4.41539 1.55668 0.79809
H 4.39504 -0.02811 0.07366
H 1.80415 -0.02802 0.56258
H 2.09127 1.43171 1.47056
H 4.55490 1.86955 3.71159
H 6.83926 2.76897 3.88318
H 8.76916 1.41512 3.11731
H 8.37557 -0.82864 2.14524
H 6.09373 -1.71142 1.94019
H 2.09130 -2.34663 0.27340
H 2.46208 -4.63955 -0.52655
H 3.98642 -6.16153 0.67301
H 5.12466 -5.38452 2.73295
H 4.74925 -3.09634 3.55387
H 3.46167 -0.96062 -5.25759
H 3.65510 -0.07306 -7.54535
H 3.40492 2.35189 -7.96601
H 2.99192 3.88773 -6.06807
H 2.82015 3.00697 -3.77999
H 3.62072 -2.95992 -2.83196
H 5.71138 -4.25993 -2.84501
H 7.88549 -3.11822 -2.53578
H 7.94758 -0.65625 -2.24645
H 5.86974 0.64030 -2.24490
C -3.72147 -2.56866 7.94251
C -2.90320 -2.35165 6.69474
C -3.44152 -2.54729 5.43633
C -2.69773 -2.36582 4.26805
C -3.41803 -2.60894 2.96443
C -1.34517 -2.00304 4.36642
C -0.79238 -1.76960 5.64186
C 0.61082 -1.26392 5.85320
C -1.57932 -1.94523 6.77314
C -0.47060 -1.88677 3.12239
O 0.71615 -2.23003 3.21607
O -1.04750 -1.47379 2.07476
H -4.76794 -2.75055 7.69507
H -3.67264 -1.69842 8.60132
H -3.35194 -3.42908 8.50699
H -4.48335 -2.84038 5.34577
H -4.46650 -2.83895 3.16155
H -2.97870 -3.44656 2.41941
H -3.37292 -1.74698 2.30427
H 0.75937 -0.33060 5.30748
H 1.34859 -1.96371 5.46931
H 0.78555 -1.08988 6.91729
H -1.14117 -1.75596 7.75002
C -0.46118 3.97456 -2.13915
S -1.34592 3.03739 -0.88599
C -2.92044 3.01992 -1.75501
O -0.76859 1.65781 -0.99691
H -0.97634 4.92029 -2.31313
H -0.43478 3.36470 -3.04350
H 0.54568 4.15898 -1.77372
H -2.76656 2.63416 -2.76309
H -3.30236 4.04269 -1.76768
H -3.61808 2.38249 -1.21009
C 0.02501 -2.55224 -2.72238
Si -1.42091 -1.78677 -1.68924
C -2.29992 -3.46568 -1.14386
C -3.71742 -3.16038 -0.63711
C -1.46051 -4.02484 0.01437
C -2.39555 -4.58497 -2.18761
C -2.44137 -0.98415 -3.18718
C -3.71309 -0.30376 -2.66447
C -2.84012 -1.92463 -4.32397
C -1.53787 0.10222 -3.79064
H -0.33135 -3.37416 -3.34874
H 0.80780 -2.94062 -2.06846
H 0.49489 -1.81406 -3.37745
H -3.76153 -2.25351 -0.02811
H -4.09949 -3.99715 -0.03227
H -4.40731 -3.02409 -1.47596
H -1.30385 -3.29192 0.80414
H -0.47213 -4.34339 -0.33493
H -1.95620 -4.90436 0.45450
H -2.86417 -4.26536 -3.11754
H -2.99633 -5.41195 -1.77901
H -1.41005 -4.99147 -2.43122
H -4.48188 -1.03313 -2.40244
H -4.13847 0.36429 -3.43219
H -3.52578 0.27701 -1.76144
H -3.58100 -2.65649 -3.99943
H -1.97963 -2.46115 -4.73557
H -3.29595 -1.34371 -5.14163
H -1.15326 0.77048 -3.01812
H -2.10313 0.70182 -4.52382
H -0.67996 -0.32873 -4.31510
*
```

The LUMO energy (spin up / spin down) comes out at 3.52 / 3.52 eV. The calculation puts the orbital gap (spin up / spin down) at 5.373 / 5.834 eV.



No. 5
Below is a 5-piece molecular cluster, CH14NO4 overall in a non-equilibrium geometry, with properties calculated with wB97M-V/def2-TZVPD.

The geometry in ORCA input format:
```
! wB97M-V def2-TZVPD RIJCOSX def2/J DEFGRID3
* xyz 0 2
C -1.17270 0.87751 1.37432
N -0.05744 0.45516 0.51653
H -1.73677 1.66078 0.88524
H -1.77792 0.02035 1.62776
H -0.75035 1.27021 2.30122
H 0.36582 1.30270 0.09615
H -0.13424 -0.26012 -0.21333
H 0.72553 0.17055 1.12525
H 0.14987 -4.72292 -1.43294
H 0.45220 -4.63116 -2.92841
O 0.67680 -4.22791 -2.07195
H -0.01174 3.52024 -1.52869
H -1.36531 2.99579 -1.11268
O -0.42056 2.74068 -1.10288
H 2.97402 0.88570 2.54505
H 1.62171 1.17122 3.24822
O 2.05461 1.16168 2.37716
H -0.80966 -2.21247 -1.91814
H -0.24231 -0.80560 -2.25767
O -0.54155 -1.37241 -1.53020
*
```

The LUMO energy (spin up / spin down) comes out at 0.60 / 0.51 eV. The energy relative to the best compared isomer or geometry (same formula, charge and spin) comes out at 7.7 kcal per mole. The calculation puts the orbital gap (spin up / spin down) at 2.878 / 12.089 eV.



No. 6
Below is a 2-piece molecular cluster, C9H13NO2S overall, with properties calculated with wB97M-V/def2-TZVPD.

The geometry in ORCA input format:
```
! wB97M-V def2-TZVPD RIJCOSX def2/J DEFGRID3
* xyz 0 1
H -1.18926 -1.11050 -1.05399
N -1.32340 -0.21426 -0.58810
C -0.28377 0.26212 -0.04079
C -0.38131 1.58662 0.65141
C 0.40922 2.64250 -0.12331
C 1.02117 -0.43473 -0.01178
C 1.60026 -0.89378 -1.19147
C 2.79206 -1.59480 -1.15915
C 3.40320 -1.87088 0.05245
C 2.82465 -1.43246 1.23213
C 1.64725 -0.70909 1.20196
H -1.43078 1.87339 0.71863
H 0.02971 1.50211 1.65903
H 1.44810 2.33664 -0.23631
H -0.02058 2.78424 -1.11175
H 0.38258 3.59130 0.40565
H 1.11936 -0.68061 -2.13605
H 3.24044 -1.93178 -2.08210
H 4.32617 -2.43072 0.07771
H 3.29178 -1.65465 2.18044
H 1.19027 -0.38406 2.12538
O -5.77991 -0.65340 -0.90265
S -5.01733 -0.88934 0.54432
O -3.84889 0.24872 0.56035
H -6.42789 0.05892 -0.84911
H -3.02308 -0.00148 0.07713
*
```

The LUMO energy comes out at 0.66 eV. The energy relative to the best compared isomer or geometry (same formula, charge and spin) comes out at 28.4 kcal per mole. The calculation puts the orbital gap at 8.771 eV.



no.,E_tot (hartree)
1,-420.70791
2,-731.54712
3,-455.53721
4,-5514.71456
5,-402.07498
6,-954.13989